Record 1
73
Properties=species:S:1:pos:R:3 method="wB97M-V/def2-TZVPD" e_above_lowest_kj_mol=91.3 spin_multiplicity=5 homo_lumo_gap_ha="0.319 / 0.210" energy_ha=-6488.57929 total_charge=+2 e_lumo_ev="-5.908 / -8.868"
Co -1.86 0.18 1.61
C -3.15 2.68 1.37
C -2.36 3.54 2.11
C -2.03 3.23 3.42
C -2.51 2.06 4.01
C -3.31 1.19 3.28
C -3.63 1.48 1.93
H -3.46 2.95 0.37
H -2.03 4.47 1.68
H -1.44 3.91 4.01
H -2.31 1.86 5.04
H -3.80 0.36 3.78
H -4.43 0.93 1.43
C 0.59 -4.45 3.03
O -0.28 -3.32 2.99
C 0.19 -2.11 3.20
S 1.75 -1.61 3.36
S -1.00 -0.89 3.44
H 0.14 -5.20 2.39
H 0.65 -4.81 4.05
H 1.59 -4.19 2.66
C -4.77 -3.96 2.57
N -3.80 -3.05 1.98
C -3.96 -2.46 0.81
N -5.04 -2.65 0.07
S -2.72 -1.44 0.17
H -4.38 -4.30 3.53
H -4.93 -4.83 1.94
H -5.72 -3.46 2.74
H -2.93 -2.92 2.47
H -5.77 -3.29 0.35
H -5.12 -2.21 -0.83
C -0.05 -0.84 -3.12
C 1.19 -0.95 -2.22
C 2.33 -1.58 -3.03
C 0.84 -1.90 -1.08
Si 1.76 0.82 -1.60
Br -0.09 1.15 0.54
C 3.43 0.93 -0.54
C 3.63 -0.38 0.23
C 3.41 2.07 0.48
C 4.60 1.14 -1.50
C 1.32 2.42 -2.69
C -0.19 2.56 -2.90
C 2.02 2.26 -4.04
C 1.83 3.70 -2.03
H -0.34 -1.84 -3.45
H 0.14 -0.25 -4.01
H -0.89 -0.41 -2.58
H 2.02 -2.57 -3.37
H 3.23 -1.71 -2.44
H 2.58 -0.99 -3.91
H 0.52 -2.85 -1.50
H 0.01 -1.52 -0.48
H 1.69 -2.09 -0.43
H 2.82 -0.55 0.93
H 4.55 -0.31 0.81
H 3.74 -1.24 -0.43
H 2.55 1.99 1.14
H 3.41 3.04 0.01
H 4.31 2.00 1.10
H 4.68 0.33 -2.22
H 5.53 1.17 -0.92
H 4.52 2.08 -2.03
H -0.59 1.77 -3.52
H -0.38 3.50 -3.41
H -0.72 2.57 -1.95
H 1.68 1.38 -4.58
H 3.10 2.21 -3.94
H 1.79 3.13 -4.65
H 1.41 3.83 -1.03
H 1.53 4.55 -2.63
H 2.92 3.72 -1.97



Record 2
83
Properties=species:S:1:pos:R:3 method="wB97M-V/def2-TZVPD" homo_lumo_gap_ha=0.360 energy_ha=-5316.00532 e_lumo_ev=-0.260
C 6.45 -2.38 -0.76
C 7.23 -2.23 0.55
N 7.17 -3.38 1.47
C 5.84 -3.71 1.96
C 4.93 -2.55 2.08
N 4.34 -1.55 2.04
C 5.13 -4.80 1.12
O 3.72 -4.61 1.09
C 3.08 -5.55 0.39
F 1.78 -5.41 0.57
F 3.40 -6.79 0.73
F 3.29 -5.40 -0.93
C 6.05 -4.25 3.43
Br 4.51 -5.27 4.10
C 7.18 -5.20 3.36
N 8.13 -5.87 3.39
C 6.44 -3.11 4.43
C 5.48 -2.91 5.60
N 4.44 -2.21 5.53
H 6.70 -3.31 -1.27
H 6.71 -1.57 -1.44
H 5.37 -2.30 -0.59
H 7.01 -1.28 1.05
H 8.28 -2.14 0.25
H 7.44 -4.17 0.89
H 5.48 -4.78 0.08
H 5.43 -5.79 1.50
H 7.37 -3.44 4.89
H 6.67 -2.17 3.94
H 5.76 -3.40 6.53
H 4.40 -1.83 4.58
O 0.13 3.21 1.70
P 0.37 2.41 0.47
O 1.76 1.61 0.74
C 1.78 0.58 1.73
C 1.22 -0.72 1.18
O 0.90 3.59 -0.55
C 0.49 4.95 -0.39
C 1.61 5.77 0.21
O -0.06 1.48 -0.81
C -1.17 1.91 -1.63
C -0.67 2.33 -2.99
H 1.23 0.89 2.62
H 2.82 0.43 2.02
H 0.15 -0.62 0.97
H 1.35 -1.53 1.90
H 1.71 -0.99 0.25
H -0.42 5.01 0.22
H 0.23 5.33 -1.38
H 1.92 5.37 1.17
H 1.30 6.81 0.34
H 2.48 5.75 -0.45
H -1.72 2.72 -1.15
H -1.85 1.06 -1.73
H -0.12 3.26 -2.94
H -1.50 2.46 -3.68
H 0.01 1.58 -3.40
O -5.38 2.21 -2.99
P -6.64 1.65 -2.43
O -7.52 1.32 -3.76
C -7.13 0.24 -4.61
C -7.59 -1.10 -4.07
O -7.36 3.06 -1.97
C -6.59 4.18 -1.56
C -6.57 5.23 -2.65
O -7.67 0.81 -1.46
C -7.52 0.94 -0.03
C -8.71 1.69 0.54
H -6.04 0.25 -4.75
H -7.59 0.42 -5.58
H -7.07 -1.34 -3.14
H -7.39 -1.90 -4.79
H -8.65 -1.08 -3.85
H -5.57 3.88 -1.28
H -7.06 4.59 -0.66
H -6.16 4.83 -3.58
H -5.97 6.10 -2.35
H -7.59 5.57 -2.87
H -6.58 1.44 0.23
H -7.49 -0.07 0.39
H -8.68 2.74 0.26
H -8.72 1.63 1.63
H -9.64 1.28 0.15



Record 3
71
Properties=species:S:1:pos:R:3 method="wB97M-V/def2-TZVPD" spin_multiplicity=2 homo_lumo_gap_ha="0.301 / 0.246" energy_ha=-5463.08900 total_charge=+2 e_lumo_ev="-5.726 / -7.088"
Yb 0.13 -0.07 0.42
P -0.44 -1.99 -1.56
P -0.30 2.66 0.55
N 1.00 0.72 -1.60
C 1.16 -1.64 -2.43
H 1.84 -2.49 -2.24
H 0.95 -1.66 -3.52
C 1.90 -0.31 -2.14
H 2.71 -0.45 -1.40
H 2.41 0.04 -3.06
C 1.56 2.10 -1.57
H 1.02 2.68 -2.33
H 2.61 2.05 -1.85
C 1.40 2.79 -0.21
H 1.63 3.86 -0.31
H 2.14 2.38 0.51
C 0.05 3.33 2.25
C 0.45 2.17 3.20
H 1.43 1.75 2.97
H -0.30 1.36 3.20
H 0.50 2.54 4.23
C -1.22 3.95 -0.38
C -2.73 3.79 -0.14
H -3.27 4.15 -1.03
H -3.06 4.40 0.71
H -3.03 2.75 0.04
C -1.65 -2.49 -2.86
C -2.94 -3.04 -2.23
H -3.73 -3.05 -2.99
H -3.29 -2.42 -1.39
H -2.82 -4.07 -1.87
C -0.06 -3.53 -0.56
C -1.15 -3.75 0.50
H -0.70 -4.24 1.38
H -1.94 -4.41 0.13
H -1.62 -2.83 0.87
C -2.43 0.16 0.28
C -0.70 5.38 -0.18
H 0.15 5.46 0.50
H -0.37 5.78 -1.15
H -1.50 6.04 0.17
C -1.11 -3.36 -4.01
H -1.91 -4.02 -4.37
H -0.80 -2.73 -4.86
H -0.25 -3.98 -3.73
C 0.23 -4.80 -1.35
H 0.48 -5.60 -0.63
H -0.64 -5.15 -1.92
H 1.09 -4.70 -2.02
C -1.11 4.15 2.83
H -2.06 3.59 2.77
H -0.91 4.34 3.89
H -1.24 5.12 2.33
H 0.92 3.98 2.10
H 0.88 -3.25 -0.03
H -1.03 3.68 -1.44
H -1.90 -1.50 -3.30
O -3.43 -0.08 0.88
H 0.16 0.76 -2.18
H -2.36 0.50 -0.81
Br 5.71 -0.89 2.97
C 3.84 -1.26 2.87
C 3.20 -1.94 3.92
C 1.83 -2.15 3.86
C 1.12 -1.67 2.75
N 1.76 -1.05 1.72
C 3.10 -0.82 1.77
H 3.79 -2.27 4.76
H 1.29 -2.67 4.65
H 0.02 -1.79 2.69
H 3.55 -0.25 0.96



Record 4
77
Properties=species:S:1:pos:R:3 method="wB97M-V/def2-TZVPD" e_above_lowest_kj_mol=278.5 spin_multiplicity=4 homo_lumo_gap_ha="0.209 / 0.208" energy_ha=-4436.47984 total_charge=-1 e_lumo_ev="1.784 / 1.782"
C -0.73 6.62 -2.89
C 0.08 6.60 -4.14
H -0.14 7.04 -2.07
H -1.03 5.60 -2.64
H -1.64 7.24 -2.98
C 0.70 7.70 -4.61
C 0.89 9.00 -3.89
H 1.11 7.72 -5.62
H 1.26 8.83 -2.86
H -0.03 9.62 -3.83
H 1.65 9.60 -4.42
Co -0.52 2.13 -1.50
Cl -0.53 0.13 -2.43
Cl -2.12 3.42 -2.13
H 2.38 -4.66 1.74
H -0.10 -4.79 0.36
C 1.91 -3.78 2.21
C -0.28 -4.00 1.10
N 0.91 -3.20 1.33
H 2.67 -3.03 2.44
C 1.19 -2.10 0.58
O 2.21 -1.42 0.69
H -1.08 -3.35 0.73
H 0.40 -1.86 -0.16
H 1.42 -4.13 3.12
H -0.58 -4.48 2.04
H 1.65 3.62 3.42
H 2.86 4.42 0.11
C 2.39 2.95 2.96
C 3.30 3.60 0.70
N 2.27 2.94 1.50
H 2.23 1.93 3.36
C 1.13 2.48 0.95
O 0.68 2.88 -0.16
H 3.77 2.89 0.00
H 0.59 1.75 1.56
H 3.39 3.31 3.23
H 4.06 3.98 1.38
O 0.68 4.26 -3.96
C 0.23 5.26 -4.86
C 2.40 5.85 -6.08
C 1.08 5.38 -6.13
H 2.82 6.29 -5.16
C 3.23 5.81 -7.21
H -0.79 4.95 -5.13
C 0.56 4.93 -7.35
H 4.26 6.19 -7.12
C 2.70 5.36 -8.42
C 1.37 4.94 -8.49
H -0.47 4.58 -7.38
H 3.34 5.36 -9.30
H 0.94 4.62 -9.45
Si 2.49 3.75 -4.02
Cl 3.08 5.50 -3.03
C 4.35 3.46 -4.55
C 2.20 2.74 -5.72
C 2.11 2.38 -2.79
H 4.71 4.18 -5.30
H 4.51 2.46 -4.97
H 5.01 3.55 -3.67
H 1.51 2.86 -2.02
H 3.03 2.01 -2.33
H 1.57 1.55 -3.25
H 2.56 3.21 -6.65
H 1.13 2.52 -5.86
H 2.71 1.78 -5.62
C -1.38 -0.45 2.96
N -2.24 -0.61 1.79
C -2.17 0.17 0.67
N -3.08 -0.17 -0.29
O -1.34 1.10 0.51
H -1.18 0.62 3.13
H -0.43 -0.99 2.83
H -1.90 -0.87 3.83
H -2.91 -1.38 1.81
H -3.04 0.37 -1.15
H -3.92 -0.69 -0.05



Record 5
75
Properties=species:S:1:pos:R:3 method="wB97M-V/def2-TZVPD" e_above_lowest_kj_mol=72.5 homo_lumo_gap_ha=0.122 energy_ha=-3481.38934 total_charge=-1 e_lumo_ev=2.531
C -1.69 -2.09 -2.97
C -1.21 -2.94 -1.84
H -1.64 -2.61 -3.93
H -1.09 -1.17 -3.03
H -2.74 -1.78 -2.80
C -0.68 -4.17 -1.96
C -0.47 -4.86 -3.26
H -0.38 -4.73 -1.08
H -0.41 -4.16 -4.09
H -1.26 -5.59 -3.47
H 0.46 -5.43 -3.23
Sn -0.17 0.46 0.76
Cl -2.48 0.34 1.36
Cl 0.43 2.21 -0.71
H 0.82 4.78 4.36
H -1.43 5.81 3.43
C 1.05 4.51 3.32
C -1.06 5.49 2.45
N -0.20 4.31 2.58
H 1.65 3.60 3.28
C -0.58 3.15 2.08
O 0.11 2.08 2.24
H -1.92 5.25 1.81
H -1.51 3.14 1.50
H 1.60 5.34 2.87
H -0.50 6.31 1.99
H 1.47 -1.13 -2.33
H 2.57 -3.69 -1.00
C 2.48 -0.89 -1.96
C 3.33 -2.92 -0.79
N 2.76 -1.59 -0.70
H 2.57 0.19 -1.81
C 2.59 -1.06 0.51
O 2.09 0.09 0.71
H 3.80 -3.15 0.17
H 2.92 -1.70 1.36
H 3.22 -1.25 -2.68
H 4.08 -2.94 -1.59
O -0.35 -1.18 -0.54
C -1.29 -2.24 -0.50
C 0.12 -3.66 1.08
C -1.13 -3.15 0.71
H 1.00 -3.32 0.52
C 0.21 -4.57 2.13
H -2.30 -1.81 -0.44
C -2.28 -3.50 1.43
H 1.19 -4.95 2.43
C -0.95 -4.98 2.80
C -2.19 -4.45 2.45
H -3.22 -3.02 1.16
H -0.87 -5.71 3.62
H -3.09 -4.76 2.97
Si -0.63 3.76 -3.41
Cl -1.07 1.68 -3.65
C 1.20 4.09 -3.12
C -1.78 4.44 -2.09
C -1.05 4.81 -4.96
H 1.71 3.32 -2.55
H 1.29 5.03 -2.56
H 1.74 4.22 -4.08
H -0.32 4.67 -5.77
H -1.04 5.88 -4.69
H -2.06 4.59 -5.35
H -1.73 3.83 -1.18
H -2.81 4.47 -2.46
H -1.49 5.47 -1.83
C -0.55 -1.54 4.15
S 0.68 -1.10 2.94
C 1.58 0.16 3.88
H -1.51 -1.69 3.65
H -0.62 -0.74 4.89
H -0.24 -2.47 4.62
H 0.87 0.88 4.29
H 2.12 -0.35 4.68
H 2.29 0.66 3.21



Record 6
71
Properties=species:S:1:pos:R:3 method="wB97M-V/def2-TZVPD" e_above_lowest_kj_mol=0.0 homo_lumo_gap_ha=0.296 energy_ha=-2951.33782 total_charge=+2 e_lumo_ev=-7.073
Sc -0.72 -0.06 -0.07
P -0.10 -2.53 -0.83
P -0.09 2.53 -0.50
N -0.29 0.13 -2.84
C -0.04 -2.36 -2.67
H 0.58 -3.18 -3.06
H -1.06 -2.49 -3.08
C 0.54 -1.05 -3.21
H 1.57 -0.91 -2.87
H 0.57 -1.08 -4.31
C 0.53 1.36 -3.06
H 0.56 1.53 -4.15
H 1.56 1.18 -2.74
C -0.07 2.58 -2.35
H -1.10 2.72 -2.72
H 0.52 3.46 -2.66
C 1.45 3.51 -0.06
C 1.95 3.26 1.37
H 2.84 3.89 1.53
H 2.26 2.22 1.52
H 1.21 3.54 2.13
C -1.58 3.59 -0.11
C -1.74 3.85 1.39
H -2.60 4.51 1.53
H -0.86 4.36 1.83
H -1.93 2.93 1.95
C -1.59 -3.62 -0.60
C -1.80 -4.01 0.86
H -2.67 -4.68 0.92
H -2.02 -3.14 1.49
H -0.94 -4.55 1.29
C 1.45 -3.52 -0.47
C 1.94 -3.35 0.97
H 2.85 -3.95 1.10
H 1.20 -3.71 1.70
H 2.20 -2.30 1.20
C 1.42 0.05 -0.20
O 2.59 0.10 -0.20
C -1.72 4.88 -0.93
H -1.09 5.69 -0.54
H -1.52 4.75 -2.00
H -2.76 5.21 -0.84
C -1.69 -4.83 -1.54
H -2.73 -5.19 -1.50
H -1.47 -4.58 -2.58
H -1.05 -5.66 -1.22
C 1.39 -5.01 -0.82
H 2.40 -5.42 -0.74
H 0.76 -5.57 -0.12
H 1.05 -5.20 -1.85
C 1.38 5.02 -0.33
H 0.76 5.54 0.42
H 2.40 5.43 -0.22
H 1.04 5.27 -1.34
H 2.19 3.07 -0.75
H 2.19 -3.04 -1.13
H -2.40 2.92 -0.42
H -2.40 -2.92 -0.88
H -0.95 0.17 -3.61
H -2.20 0.07 0.89
Cl -0.19 2.66 4.79
C -0.14 1.05 4.16
C -0.25 -0.07 4.99
C -0.29 -1.33 4.40
C -0.22 -1.44 3.01
N -0.13 -0.35 2.20
C -0.05 0.88 2.78
H -0.30 0.08 6.07
H -0.39 -2.24 4.99
H -0.25 -2.42 2.53
H 0.01 1.75 2.11